83
Properties=species:S:1:pos:R:3:lowdin_charge:R:1 method="wB97M-V/def2-TZVPD" homo_energy_ev="-5.473 / -5.391" de_lowest_kcal_mol=76.06 total_charge=0 homo_lumo_gap_ha="0.2125 / 0.2090"
Ti -0.03140 -0.97982 -0.55482 0.860
O -2.97474 -3.94894 0.44445 -0.433
Cl -2.12921 -2.85325 0.88551 0.902
O -2.91559 -1.82182 1.54770 -0.452
O 0.15680 -0.12368 1.02616 -0.659
O -1.64947 -2.20732 -0.44396 -0.596
O 1.17819 -2.50469 -0.02996 -0.265
N 1.63270 -3.44701 -0.86610 -0.152
C 2.40901 -4.40044 -0.30257 -0.007
C 2.93119 -5.41538 -1.04772 -0.054
C 2.64499 -5.44917 -2.41699 -0.061
C 1.86749 -4.46521 -2.96869 -0.084
C 1.34499 -3.41365 -2.19671 -0.632
S 0.42011 -2.14710 -2.85922 0.733
H 2.53911 -4.27411 0.76171 0.138
H 3.54201 -6.16762 -0.57224 0.108
H 3.03264 -6.24591 -3.03670 0.111
H 1.62922 -4.45550 -4.02196 0.106
C 3.13884 -0.16811 -0.24340 -0.054
O 2.11223 -0.14607 -1.23123 -0.306
C 2.19852 0.93904 -2.14711 -0.175
C 2.06901 2.28389 -1.45688 -0.208
O 0.90129 2.25777 -0.68203 -0.198
C 0.93247 3.13471 0.41617 -0.098
H 4.09336 0.12410 -0.68999 0.104
H 3.20213 -1.18860 0.12168 0.077
H 2.89498 0.49149 0.59321 0.095
H 1.39614 0.78058 -2.86733 0.101
H 3.15758 0.89278 -2.67578 0.135
H 2.03799 3.08562 -2.20827 0.134
H 2.94810 2.46598 -0.82439 0.122
H 0.95995 4.18538 0.10038 0.098
H 1.79926 2.93215 1.05668 0.081
H 0.03215 2.94679 0.99587 0.063
C -2.69505 3.32437 -0.55585 -0.082
N -3.07345 1.92069 -0.47578 -0.280
C -2.99082 1.38141 0.88923 -0.079
P -2.62009 0.89110 -1.69213 0.581
O -1.19810 0.39273 -1.58404 -0.360
N -3.72682 -0.30765 -1.64618 -0.287
C -5.05439 -0.23169 -1.06143 -0.097
C -3.53131 -1.45549 -2.52818 -0.088
N -2.71559 1.70997 -3.12250 -0.305
C -3.99293 2.21812 -3.58168 -0.094
C -1.55648 2.17585 -3.85959 -0.087
H -1.83387 3.53612 0.08351 0.069
H -3.52830 3.95313 -0.23180 0.089
H -2.43045 3.59893 -1.57554 0.070
H -1.96128 1.40919 1.26045 0.073
H -3.31600 0.34390 0.92253 0.053
H -3.63350 1.97649 1.54174 0.095
H -5.19304 -1.05487 -0.35615 0.093
H -5.81833 -0.30854 -1.84299 0.084
H -5.18715 0.70947 -0.53537 0.074
H -2.52019 -1.46007 -2.93112 0.052
H -4.24896 -1.42249 -3.35499 0.089
H -3.65863 -2.37858 -1.96403 0.082
H -4.79820 1.83184 -2.95826 0.074
H -4.17837 1.90938 -4.61404 0.088
H -4.02471 3.31271 -3.53970 0.085
H -0.65778 1.74305 -3.43052 0.060
H -1.47668 3.26928 -3.82469 0.084
H -1.63246 1.87429 -4.90773 0.090
C 0.40259 2.03478 3.95611 -0.085
N 1.60706 1.27394 3.73619 -0.223
C 2.83528 2.01115 3.90487 -0.086
C 1.57190 -0.09048 3.48281 -0.696
S 0.26991 -0.84173 2.82526 0.892
N 2.76601 -0.76545 3.81078 -0.259
C 3.05221 -0.82270 5.23649 -0.078
C 2.98637 -2.04905 3.17430 -0.128
H 0.37079 2.41184 4.98637 0.088
H -0.46481 1.40569 3.77876 0.050
H 0.36005 2.89761 3.28519 0.071
H 2.81260 2.91408 3.28463 0.074
H 3.68121 1.39657 3.61075 0.085
H 2.98020 2.33466 4.94451 0.083
H 2.83899 0.13389 5.70785 0.074
H 4.10646 -1.05835 5.39259 0.087
H 2.43953 -1.59308 5.72556 0.091
H 2.61115 -2.02763 2.15433 0.034
H 2.46492 -2.86228 3.69743 0.083
H 4.05853 -2.26300 3.17664 0.086

=====

89
Properties=species:S:1:pos:R:3:lowdin_charge:R:1 method="wB97M-V/def2-TZVPD" homo_energy_ev=-4.502 total_charge=-1 homo_lumo_gap_ha=0.2232
C -1.08018 2.98790 -2.48204 -0.161
C -1.74355 2.27488 -1.16213 -0.247
C -0.72921 1.21696 -0.41626 -0.348
N 0.35707 0.66555 -1.31145 -0.255
Nb -0.08925 -1.28700 -2.09095 1.622
C 2.18774 -1.66384 -2.17647 -0.380
C -0.10780 -0.48766 -4.25846 -0.448
C 1.16786 -0.98888 -5.15730 -0.270
C -0.30525 -2.24535 -0.03567 -0.390
C 1.00682 -3.08410 0.48547 -0.283
F 1.43993 -4.18545 -0.40508 -0.170
C -2.35935 -0.94081 -2.07512 -0.401
C -3.21061 -2.15775 -2.82290 -0.293
C -4.32060 -2.72840 -1.73897 -0.132
C -5.80243 -2.03810 -1.86566 -0.242
O -6.78266 -2.57346 -1.09376 -0.071
O -6.18325 -0.92810 -2.75365 -0.026
H 0.10646 3.03232 -2.46304 0.082
H -1.42873 4.12640 -2.45792 0.062
H -1.50786 2.52966 -3.47519 0.061
H -2.78836 1.79846 -1.46356 0.087
H -1.98373 3.11968 -0.36992 0.077
H -1.36628 0.41576 0.15016 0.066
H -0.17084 1.84561 0.43114 0.099
H 1.31281 0.72983 -0.87453 0.041
H -0.40387 -2.94652 -2.81365 -0.091
H 2.75732 -0.87660 -2.86762 0.000
H 2.71078 -1.55443 -1.10973 -0.018
H 2.37105 -2.75019 -2.63014 0.006
H -0.23681 0.68031 -4.18977 0.016
H -1.09698 -0.88881 -4.79237 0.031
H 0.89018 -0.90119 -6.31509 0.057
H 2.03549 -0.19200 -4.97595 0.059
H 1.59088 -2.04513 -4.87921 0.046
H -0.60008 -1.50595 0.83586 0.046
H -1.19980 -3.03330 -0.09187 0.040
H 1.86559 -2.31199 0.75620 0.089
H 0.70967 -3.58502 1.52751 0.101
H -2.80514 -0.80162 -0.98862 0.038
H -2.53520 0.01836 -2.76406 0.043
H -3.84988 -1.70390 -3.72114 0.100
H -2.53059 -2.98704 -3.29114 0.057
H -3.93355 -2.63889 -0.62172 0.126
H -4.42789 -3.90107 -1.93434 0.131
H -6.09266 -0.04935 -2.27839 0.129
C -3.13748 5.36486 2.23253 -0.176
C -3.21373 5.08139 3.73037 -0.181
O -2.44609 3.89585 3.92537 -0.194
S -1.23175 3.86591 2.83683 0.685
O -0.03765 4.36878 3.47900 -0.236
O -1.27674 2.60329 2.13671 -0.241
O -1.80543 5.02844 1.84824 -0.198
H -3.82567 4.72205 1.67421 0.134
H -3.34870 6.41188 1.99926 0.135
H -4.24038 4.93710 4.07525 0.135
H -2.74569 5.88554 4.30796 0.130
C 7.09013 -1.39349 1.30898 -0.177
C 5.64289 -1.21086 1.75825 -0.172
O 5.19763 -0.02235 1.10867 -0.195
S 5.95172 0.10852 -0.33170 0.675
O 5.06656 -0.40618 -1.35283 -0.236
O 6.56748 1.41289 -0.40824 -0.250
O 7.11613 -1.00025 -0.06211 -0.197
H 7.76206 -0.73237 1.86572 0.108
H 7.42805 -2.42778 1.41547 0.139
H 5.55245 -1.11456 2.84283 0.136
H 5.01558 -2.03956 1.41317 0.133
C 11.24735 1.51323 2.50605 -0.171
C 11.16716 2.13313 3.89853 -0.176
O 10.39260 1.21815 4.67031 -0.193
S 10.66624 -0.29588 4.12878 0.682
O 11.66189 -0.90688 4.98113 -0.235
O 9.39366 -0.91376 3.83697 -0.240
O 11.38161 0.10931 2.72096 -0.193
H 10.32348 1.68500 1.94435 0.135
H 12.09684 1.89418 1.93288 0.137
H 10.70017 3.12085 3.88848 0.138
H 12.15970 2.20476 4.35576 0.132
C -10.25381 -2.91121 0.29291 -0.169
C -9.39730 -1.66592 0.07991 -0.192
O -10.18879 -0.58188 0.56071 -0.198
S -11.11674 -1.10954 1.79396 0.674
O -10.45675 -0.76655 3.03409 -0.245
O -12.49076 -0.76465 1.51197 -0.248
O -10.91956 -2.70752 1.53809 -0.200
H -11.01458 -3.00473 -0.48878 0.131
H -9.65352 -3.82434 0.32638 0.139
H -9.13460 -1.51565 -0.96994 0.126
H -8.48290 -1.70901 0.68103 0.125

=====

70
Properties=species:S:1:pos:R:3:lowdin_charge:R:1 method="wB97M-V/def2-TZVPD" homo_energy_ev=-7.329 total_charge=0 homo_lumo_gap_ha=0.2842
C -0.83647 -0.63530 -0.75682 -0.303
S -1.68470 -1.51323 0.67052 1.036
O -0.74290 -1.60410 1.90277 -0.521
C -2.90197 -0.25385 1.22634 -0.232
H 0.10507 -0.18752 -0.43887 -0.012
H -1.38042 0.19233 -1.21207 0.022
H -0.63723 -1.44899 -1.45418 0.095
H -2.30549 0.45756 1.79749 0.061
H -3.77800 -0.57467 1.79002 0.071
H -3.12154 0.30759 0.31822 -0.018
C 4.19749 -2.12849 0.52532 -0.031
C 3.85341 -0.82909 1.43685 -0.432
C 2.69672 -0.05009 0.64784 -0.131
C 1.40864 -0.72410 0.80569 -0.221
C 1.08853 -1.08849 2.26854 -0.148
C 2.30957 -1.63614 3.18502 -0.397
N 3.65852 -1.03079 2.83635 -0.109
O 4.73461 -1.42881 3.72330 -0.006
C 1.87237 -1.08883 4.55906 -0.060
C 2.39388 -3.22481 3.28386 -0.014
C 5.13934 0.13297 1.32311 -0.035
H 5.11003 -2.62618 0.85349 0.067
H 4.37145 -1.98133 -0.54060 0.071
H 3.42520 -2.88866 0.64281 0.045
H 2.53771 0.92047 1.11776 0.116
H 2.92341 0.33070 -0.34801 0.119
H 1.38573 -1.63157 0.20232 0.128
H 0.47507 -0.37706 0.36285 -0.017
H 0.30410 -1.84507 2.28674 -0.070
H 0.66961 -0.16479 2.66778 0.119
H 1.70930 -0.01214 4.60680 0.077
H 0.99183 -1.57800 4.97554 0.087
H 2.77702 -1.15537 5.16344 0.069
H 2.78121 -3.70211 2.38371 0.055
H 2.98385 -3.56000 4.13690 0.073
H 1.33627 -3.48331 3.33621 0.076
H 5.39604 0.12848 0.26377 0.068
H 5.96981 -0.21726 1.93610 0.065
H 4.89181 1.13245 1.68074 0.073
H 4.85232 -2.36079 3.52542 0.077
C -4.34554 2.12995 -3.06448 -0.026
C -3.63956 1.16346 -2.11130 -0.469
C -3.08851 -0.03160 -2.92095 -0.125
C -1.72155 0.05919 -3.59673 -0.175
C -0.67457 0.70998 -2.73907 -0.230
C -1.24814 1.91642 -1.99277 -0.432
N -2.54382 1.75834 -1.32254 -0.135
O -2.96285 2.87632 -0.56954 0.019
C -0.14550 2.14674 -0.84679 0.003
C -1.19820 3.01641 -3.08819 -0.011
C -4.75855 0.51265 -1.25314 -0.036
H -3.78479 2.53861 -3.90511 0.076
H -4.48948 3.02779 -2.46344 0.082
H -5.35995 1.78387 -3.26270 0.089
H -3.04569 -1.03075 -2.48739 0.117
H -3.65559 -0.18630 -3.83887 0.123
H -1.69567 0.57743 -4.55530 0.110
H -1.41143 -0.94199 -3.89603 0.122
H 0.17217 0.90431 -3.39737 0.140
H -0.24455 -0.02256 -2.05600 0.039
H 0.88125 2.32137 -1.16832 0.095
H -0.28192 3.08969 -0.31734 0.080
H -0.08754 1.46959 0.00539 0.072
H -1.75690 2.64330 -3.94652 0.062
H -1.57332 3.98211 -2.74933 0.091
H -0.17814 3.12776 -3.45585 0.088
H -5.41555 1.26183 -0.81137 0.089
H -4.39262 -0.02521 -0.37855 0.037
H -5.48790 -0.02264 -1.86111 0.095
H -2.82681 2.67233 0.35861 0.099